# 1
{
  "formula": "C38H39BO2S",
  "method": "ωB97M-V/def2-TZVPD",
  "homo_lumo_gap_ev": 6.07,
  "spin_multiplicity": 1,
  "total_charge": 0,
  "e_above_lowest_kcal_mol": 0.00,
  "symbols": ["C", "C", "C", "C", "C", "C", "C", "C", "C", "C", "C", "C", "C", "C", "C", "C", "C", "C", "C", "C", "C", "H", "H", "H", "H", "H", "H", "H", "H", "H", "H", "H", "H", "H", "H", "H", "H", "H", "C", "C", "C", "C", "C", "B", "C", "C", "C", "C", "C", "C", "O", "C", "C", "C", "C", "C", "C", "O", "S", "H", "H", "H", "H", "H", "H", "H", "H", "H", "H", "H", "H", "H", "H", "H", "H", "H", "H", "H", "H", "H", "H"],
  "positions_angstrom": [[4.175, -2.782, 3.544], [2.807, -3.075, 3.565], [1.877, -2.111, 3.194], [2.270, -0.775, 2.902], [1.335, 0.242, 2.441], [0.071, -0.248, 1.897], [-0.912, 0.307, 0.945], [-2.235, -0.212, 1.229], [-3.157, 0.602, 1.918], [-4.277, 0.046, 2.521], [-4.546, -1.322, 2.378], [-3.661, -2.126, 1.652], [-2.498, -1.590, 1.116], [1.636, 1.642, 2.581], [1.296, 2.569, 1.569], [1.585, 3.924, 1.701], [2.174, 4.404, 2.875], [2.560, 3.506, 3.881], [2.309, 2.147, 3.734], [3.658, -0.493, 2.959], [4.597, -1.490, 3.211], [4.899, -3.562, 3.771], [2.461, -4.070, 3.859], [0.818, -2.380, 3.165], [-0.369, -1.000, 2.553], [-0.858, 1.337, 0.622], [-2.944, 1.670, 2.005], [-4.956, 0.683, 3.087], [-5.432, -1.765, 2.837], [-3.875, -3.186, 1.511], [-1.749, -2.221, 0.635], [0.838, 2.210, 0.650], [1.341, 4.589, 0.870], [2.357, 5.470, 2.993], [3.073, 3.878, 4.770], [2.606, 1.451, 4.526], [4.004, 0.525, 2.775], [5.660, -1.243, 3.153], [-0.648, 1.932, -6.663], [-1.226, 1.342, -5.441], [-1.377, -0.017, -5.191], [-1.946, -0.284, -3.915], [-2.288, 0.865, -3.191], [0.628, -0.754, 0.545], [-3.254, 0.937, -2.128], [-3.527, 2.155, -1.471], [-4.622, 2.263, -0.627], [-5.443, 1.152, -0.393], [-5.132, -0.074, -0.973], [-4.043, -0.199, -1.814], [0.870, -2.059, 0.261], [1.791, -2.038, -0.859], [2.994, -2.834, -0.384], [1.052, -2.732, -2.005], [2.070, -0.473, -1.150], [3.373, 0.062, -0.565], [1.870, 0.009, -2.583], [1.023, 0.180, -0.406], [-1.772, 2.284, -4.107], [-0.625, 1.190, -7.471], [-1.248, 2.786, -7.001], [0.377, 2.281, -6.467], [-1.120, -0.775, -5.921], [-2.133, -1.289, -3.552], [-2.866, 3.015, -1.622], [-4.835, 3.212, -0.135], [-6.291, 1.239, 0.285], [-5.734, -0.956, -0.756], [-3.801, -1.168, -2.251], [3.816, -2.818, -1.110], [3.345, -2.453, 0.583], [2.704, -3.881, -0.227], [1.674, -2.815, -2.908], [0.769, -3.755, -1.721], [0.124, -2.190, -2.244], [4.250, -0.287, -1.124], [3.337, 1.159, -0.591], [3.490, -0.217, 0.494], [2.610, -0.451, -3.253], [0.848, -0.201, -2.932], [1.980, 1.103, -2.612]],
  "forces_ev_per_angstrom": [[-0.1, 0.1, -0.1], [0.1, 0.1, -0.1], [0.0, 0.5, 0.2], [0.8, -1.0, 0.5], [-1.9, -0.9, -0.3], [-0.5, 2.1, 2.8], [0.9, -0.1, 2.6], [-1.1, -1.0, 0.7], [0.3, -0.1, -0.3], [-0.2, -0.3, -0.2], [0.2, 0.1, -0.1], [-0.2, 0.0, 0.1], [0.0, 0.5, 0.0], [0.7, 1.5, -0.5], [0.0, -0.2, 0.2], [0.0, 0.1, 0.4], [0.1, -0.1, -0.3], [-0.2, 0.0, -0.3], [-0.3, -0.2, -0.3], [-0.3, -0.1, 0.0], [-0.2, -0.1, 0.2], [-0.1, 0.2, 0.0], [0.1, 0.3, -0.2], [0.5, 0.0, 0.0], [0.2, -0.3, -0.8], [0.3, -0.2, -0.4], [-0.1, -0.3, 0.1], [0.1, -0.2, -0.1], [0.2, 0.2, -0.2], [0.0, 0.2, 0.1], [-0.3, 0.1, 0.0], [0.3, 0.1, 0.3], [0.0, -0.1, 0.4], [0.0, -0.2, 0.0], [-0.2, -0.1, -0.2], [-0.1, 0.3, -0.3], [-0.1, -0.3, -0.1], [-0.3, -0.1, 0.1], [0.3, 0.5, -0.4], [-0.3, -1.7, 0.6], [0.0, 1.3, 0.4], [-0.1, 1.1, 0.3], [1.1, -1.0, -2.1], [-0.9, 0.8, -2.1], [-0.8, 0.1, 1.2], [0.1, -0.4, -0.2], [-0.3, -0.3, 0.2], [0.2, 0.4, 0.0], [0.0, -0.1, 0.2], [0.4, 0.7, -0.2], [0.3, 0.2, -0.1], [0.0, -0.2, -0.6], [0.3, -0.1, 0.0], [0.0, -0.1, -0.2], [-0.3, 0.2, 0.2], [0.3, -0.1, 0.1], [0.1, -0.2, -0.2], [1.1, -0.7, -0.6], [-0.4, -0.8, 0.2], [0.0, 0.2, 0.2], [0.2, -0.1, 0.0], [-0.2, 0.0, -0.2], [0.1, 0.0, 0.1], [-0.1, 0.1, -0.1], [-0.3, -0.3, -0.1], [0.0, -0.2, -0.1], [0.1, 0.0, -0.2], [0.1, 0.2, 0.0], [-0.2, 0.3, 0.0], [-0.1, 0.1, 0.1], [0.0, 0.0, -0.3], [0.0, 0.2, -0.1], [-0.2, 0.2, 0.2], [0.1, 0.3, 0.1], [0.3, -0.1, 0.0], [-0.1, 0.1, 0.1], [0.0, -0.3, -0.1], [0.0, 0.0, -0.5], [-0.2, 0.2, 0.0], [0.4, -0.1, 0.0], [0.1, -0.4, 0.1]]
}

=====

# 2
{
  "formula": "C38H39Br2IrN5O7",
  "method": "ωB97M-V/def2-TZVPD",
  "homo_lumo_gap_ev": [5.21, 3.79],
  "spin_multiplicity": 6,
  "total_charge": 0,
  "e_above_lowest_kcal_mol": 26.46,
  "s2": 8.85,
  "symbols": ["Ir", "O", "C", "O", "C", "O", "C", "C", "O", "O", "H", "H", "H", "H", "H", "Br", "C", "C", "C", "Br", "C", "C", "C", "C", "N", "C", "C", "O", "H", "H", "H", "H", "C", "C", "C", "C", "C", "N", "C", "O", "N", "C", "C", "C", "C", "N", "C", "C", "C", "H", "H", "H", "H", "H", "H", "H", "H", "H", "H", "H", "H", "H", "C", "C", "C", "C", "C", "C", "C", "C", "C", "C", "C", "C", "N", "H", "H", "H", "H", "H", "H", "H", "H", "H", "H", "H", "H", "H", "H", "H", "H", "H"],
  "positions_angstrom": [[0.076, -0.954, 1.944], [1.926, -1.443, -3.923], [1.798, -2.823, -4.046], [2.329, -3.419, -4.966], [0.809, -3.357, -3.014], [-0.283, -2.524, -3.164], [-1.549, -3.232, -3.106], [-1.650, -4.133, -1.814], [-2.590, -3.762, -1.061], [-0.861, -5.095, -1.846], [2.434, -1.284, -4.748], [1.175, -3.305, -1.940], [0.529, -4.380, -3.214], [-1.604, -3.811, -4.046], [-2.278, -2.428, -3.031], [0.059, -6.334, 0.540], [-1.137, -5.047, 1.335], [-2.400, -5.513, 1.266], [-3.485, -4.877, 1.929], [-5.132, -5.775, 2.104], [-3.328, -3.577, 2.439], [-4.350, -2.778, 2.903], [-4.111, -1.403, 3.058], [-2.770, -0.912, 2.998], [-1.702, -1.697, 2.636], [-1.975, -2.996, 2.299], [-0.862, -3.731, 1.817], [0.237, -3.018, 1.690], [-2.553, -6.501, 0.780], [-5.345, -3.237, 3.199], [-4.927, -0.686, 3.190], [-2.573, 0.168, 3.150], [-1.589, 3.073, -6.863], [-0.632, 2.619, -5.802], [0.169, 3.477, -4.974], [1.134, 2.945, -4.138], [1.120, 1.564, -3.844], [1.984, 1.071, -2.842], [3.175, 1.638, -2.505], [3.709, 2.609, -3.030], [3.850, 0.953, -1.480], [3.368, -0.017, -0.538], [4.291, -0.946, -0.016], [3.930, -1.911, 0.947], [2.617, -1.874, 1.445], [1.756, -1.044, 0.940], [2.006, -0.269, -0.197], [0.098, 0.778, -4.418], [-0.673, 1.278, -5.459], [-1.076, 3.760, -7.492], [-2.495, 3.667, -6.498], [-1.843, 2.269, -7.558], [-0.023, 4.560, -4.950], [1.779, 3.576, -3.565], [1.930, 0.120, -2.627], [4.708, 1.460, -1.304], [5.277, -1.039, -0.488], [4.685, -2.588, 1.356], [2.258, -2.620, 2.230], [1.215, 0.360, -0.507], [-0.039, -0.252, -4.087], [-1.365, 0.570, -5.921], [-0.436, 3.909, -0.514], [-0.536, 2.744, 0.525], [-2.039, 2.581, 0.964], [0.285, 3.024, 1.718], [0.850, 4.288, 2.017], [1.360, 4.515, 3.302], [1.195, 3.570, 4.326], [0.625, 2.367, 4.159], [0.431, 1.439, 5.412], [-0.938, 0.780, 5.466], [1.651, 0.534, 5.640], [0.335, 2.023, 2.777], [0.028, 0.779, 2.353], [-0.955, 3.777, -1.498], [0.560, 4.252, -0.750], [-1.059, 4.757, -0.101], [-0.199, 1.830, 0.061], [-2.306, 3.370, 1.630], [-2.233, 1.627, 1.451], [-2.730, 2.714, 0.110], [0.931, 5.029, 1.254], [1.926, 5.468, 3.497], [1.411, 3.843, 5.381], [0.513, 2.130, 6.237], [-1.023, 0.166, 4.542], [-1.738, 1.553, 5.542], [-1.043, 0.108, 6.333], [2.606, 1.096, 5.799], [1.795, -0.039, 4.711], [1.501, -0.151, 6.478]],
  "forces_ev_per_angstrom": [[-1.3, -3.5, -0.1], [0.7, -2.2, -1.0], [0.5, 0.2, -0.8], [-0.8, 0.8, 1.7], [1.7, -0.3, 0.6], [-2.9, -0.3, 0.9], [1.3, 2.7, -1.3], [-0.3, -2.5, 1.2], [1.4, 0.0, -1.3], [-1.6, 1.8, 0.1], [-0.1, 0.7, 0.5], [0.0, 0.0, -1.2], [0.5, -0.2, -0.3], [-0.4, -0.4, 0.9], [-0.1, -0.3, -0.2], [0.7, 0.8, 0.9], [0.4, -1.6, -1.3], [-0.9, -1.6, 0.2], [0.3, 0.1, 0.0], [0.4, 0.1, -0.2], [1.7, 0.6, -0.4], [-1.9, -0.6, 0.8], [2.8, 1.7, 0.2], [-3.3, 0.1, -0.2], [-1.0, 0.2, 0.3], [-1.2, -0.3, 0.5], [0.4, 2.4, 0.0], [-0.9, -1.9, -0.2], [-0.1, 0.9, 0.6], [1.3, 0.7, -0.8], [0.4, -0.3, 0.3], [-0.1, -1.0, -0.2], [-0.7, 1.1, 0.2], [-0.4, 0.3, 1.3], [-0.7, -0.4, -1.1], [-1.0, -0.7, 0.2], [-0.9, 0.6, -0.4], [0.0, 1.5, -0.5], [0.6, 0.3, -0.1], [-0.5, -0.8, 0.6], [-0.7, -0.2, 0.2], [-1.0, -0.8, -0.7], [0.3, -1.2, 0.3], [0.0, 1.3, -0.5], [2.0, -2.3, 1.0], [-0.1, 2.3, -2.6], [2.7, 0.4, 2.4], [1.3, -0.2, 0.5], [0.2, -0.3, 0.5], [0.5, 0.9, -0.6], [1.0, -1.2, -0.3], [-0.4, -0.1, 0.5], [0.4, -0.5, -0.5], [0.2, 0.3, 0.1], [-0.4, -1.5, 0.2], [0.1, -0.5, 0.4], [-0.3, 0.5, 0.4], [-0.4, 0.1, -0.3], [0.7, 1.5, -1.1], [-0.7, 0.3, -0.3], [0.1, 0.3, -0.2], [0.1, 0.5, -0.1], [-2.1, 0.6, 0.0], [-1.0, 0.9, -1.5], [0.4, -0.2, -1.2], [0.8, 1.0, 2.5], [-0.1, -1.7, 0.7], [0.7, 1.0, -0.3], [0.3, 2.1, 1.4], [-0.4, -2.3, -0.8], [0.8, 1.3, -0.4], [0.0, -0.4, -0.5], [0.4, -0.3, -1.1], [-0.7, -0.7, -0.8], [0.1, 2.1, 1.2], [0.5, -0.7, 0.8], [0.4, 0.0, 0.2], [1.0, -0.5, -0.2], [0.0, -0.4, -0.2], [0.0, 0.6, 0.7], [0.1, 0.0, -0.1], [0.4, -0.4, 0.1], [0.0, 0.5, -0.2], [-0.8, -1.1, -0.1], [0.2, 0.1, -0.8], [-0.4, 0.5, 0.4], [-0.3, 0.4, 0.8], [0.5, -0.6, -0.3], [0.1, 0.2, -0.2], [-0.9, -0.2, 0.0], [0.1, -0.2, 0.4], [0.0, 0.1, -0.1]]
}